[1]
A cluster of 11 separate species, C38H94O34P6 in total in a non-equilibrium geometry. Source: OMol25; level of theory: the ωB97M-V functional and the def2-TZVPD basis.

```
172
Properties=species:S:1:pos:R:3:forces:R:3
C 11.33830 1.86879 25.49133 0.56 0.03 -0.14
O 10.54752 2.68119 24.56693 -0.91 -1.19 1.02
P 9.00053 2.31871 24.33312 0.08 0.41 -0.88
O 8.37233 3.21105 23.34029 0.32 -0.89 0.65
O 8.98403 0.72894 23.95958 0.25 1.49 0.35
C 7.78253 0.11202 23.48249 -0.18 -0.18 -0.04
O 8.35230 2.41327 25.80209 0.03 0.12 -0.68
C 7.02945 1.91784 25.98720 -0.64 -0.84 1.22
H 10.78523 1.13028 26.07168 -0.37 -0.02 -0.48
H 11.86123 2.45980 26.24323 -0.34 0.65 -0.27
H 12.12716 1.39565 24.90658 -0.27 -0.20 -0.07
H 7.13019 0.76445 22.90208 0.32 0.36 -0.02
H 7.20920 -0.22753 24.34510 0.06 -0.36 -0.22
H 8.09088 -0.70915 22.83541 -0.07 -0.04 0.23
H 6.63295 2.28343 26.93442 0.43 0.25 0.08
H 7.07491 0.83489 26.10226 0.03 -0.05 -0.04
H 6.22654 2.13297 25.28209 0.69 0.46 -0.73
C -9.56616 17.62450 20.69485 -1.00 -0.51 -1.17
O -9.84815 16.93577 21.89887 2.14 -0.44 1.55
P -8.60742 16.24865 22.69993 -1.87 -0.76 2.38
O -8.96890 16.02101 24.15130 0.72 0.03 -3.06
O -7.30537 17.14112 22.49737 -1.67 0.15 -0.99
C -6.09336 16.61042 22.96573 0.71 -0.30 1.16
O -8.25623 14.94968 21.80198 1.33 3.00 0.69
C -8.83551 13.71688 21.87079 -1.44 -1.89 -0.16
H -9.85747 18.66758 20.81829 0.53 0.02 -0.09
H -10.24084 17.16659 19.97149 -0.15 0.27 -0.24
H -8.57608 17.42741 20.28377 0.19 0.48 0.41
H -5.82622 15.70436 22.42187 0.32 0.32 -0.27
H -6.19670 16.32691 24.01312 -0.11 -0.07 0.13
H -5.36403 17.42045 22.96062 0.10 -0.30 -0.49
H -9.52628 13.62174 21.03300 0.00 -0.23 -0.16
H -9.43485 13.53925 22.76372 0.23 0.18 0.28
H -8.06839 12.94688 21.78887 -0.01 0.04 0.04
C -10.48042 10.30581 31.01032 -0.48 -0.46 -1.63
O -11.08333 9.44511 31.99484 0.91 -0.18 0.66
P -10.17010 8.90487 33.20785 -0.08 0.70 0.26
O -9.80958 9.94223 34.22101 -0.39 -1.70 -1.25
O -8.93411 8.23206 32.37740 -1.72 1.53 0.90
C -7.98717 7.46808 33.08765 -0.03 -2.06 -0.25
O -11.03115 7.63052 33.77069 1.33 0.90 -0.84
C -12.16252 7.81524 34.59601 -1.35 0.69 0.67
H -11.14220 11.12393 30.72602 0.15 0.49 1.13
H -10.51646 9.79415 30.04856 0.31 -0.72 0.08
H -9.43083 10.56407 31.15090 -0.31 0.24 0.60
H -6.95665 7.82217 33.11476 -0.38 0.74 0.09
H -7.97162 6.55225 32.49678 0.39 -0.30 0.17
H -8.36957 7.15755 34.05999 0.28 0.36 0.21
H -13.03538 7.27782 34.22530 0.30 -0.20 -0.50
H -12.48048 8.85540 34.66724 0.25 0.17 -0.19
H -12.06218 7.48962 35.63138 0.80 -0.20 -0.10
C 3.60631 17.12075 23.42856 -0.44 0.41 -0.62
O 4.07558 15.84540 22.98572 -0.75 -2.33 0.30
P 3.08987 14.53699 23.21188 -1.93 1.27 0.31
O 1.66450 14.78134 22.79388 2.53 -0.45 0.77
O 3.75886 13.30583 22.46016 0.00 1.32 0.11
C 5.12037 12.96431 22.67177 1.09 -0.85 0.94
O 3.24175 14.18145 24.81293 1.41 -0.06 -3.26
C 2.20886 14.40288 25.69385 -1.04 0.44 1.74
H 2.62204 17.09603 23.89623 0.18 -0.35 0.44
H 3.41851 17.71532 22.53451 0.35 0.14 -0.03
H 4.36785 17.59079 24.05082 -0.16 -0.14 0.03
H 5.66984 13.68579 23.27646 -0.18 0.27 -0.17
H 5.69709 12.75668 21.77045 -0.58 0.45 -0.39
H 5.16060 12.03072 23.23293 -0.23 -0.05 0.10
H 2.54561 15.14593 26.41673 -0.12 0.21 0.06
H 2.03435 13.49590 26.27268 -0.20 -0.13 -0.17
H 1.28614 14.75151 25.23001 0.07 -0.16 -0.15
C 2.20263 10.89895 15.84964 0.22 0.04 -0.27
O 2.79816 10.42445 14.63340 3.46 -1.95 -0.33
P 4.24862 9.54971 14.68618 -1.08 0.35 -0.34
O 4.58259 8.72313 13.47100 -0.89 1.51 2.47
O 5.37022 10.68281 15.02637 -1.39 -0.81 -0.59
C 6.74838 10.34508 14.85459 0.48 0.01 0.23
O 4.10279 8.74119 16.13281 -0.73 1.08 -1.92
C 4.96391 7.66641 16.36604 1.58 -1.39 0.03
H 2.91272 10.81097 16.67191 -0.40 -0.09 0.17
H 1.29593 10.30478 15.96358 0.08 0.19 0.51
H 1.96870 11.95193 15.69282 -0.10 -0.08 0.05
H 7.23927 11.07119 14.20661 -0.24 0.12 0.05
H 6.90934 9.36224 14.41164 -0.25 -0.03 0.05
H 7.19784 10.38841 15.84667 0.16 -0.07 -0.08
H 5.46651 7.29402 15.47339 0.00 0.39 -0.35
H 4.51256 6.74904 16.74396 -0.84 0.45 0.24
H 5.74899 7.92970 17.07486 -0.05 0.28 0.10
C -2.70964 2.56300 15.77323 0.14 0.58 0.39
O -3.17136 1.42484 14.96396 0.43 0.65 0.99
P -4.09508 0.27948 15.61697 0.58 0.34 0.19
O -4.41386 0.50566 17.03853 -0.01 -0.63 -1.01
O -5.36182 0.27824 14.64411 0.47 -0.63 1.07
C -5.15696 0.33620 13.25491 -0.33 0.80 -1.56
O -3.26295 -1.05939 15.22945 -0.77 2.73 -0.76
C -3.47292 -2.30494 15.79997 0.97 -1.32 0.86
H -1.63087 2.67818 15.87846 0.23 -1.11 -0.39
H -3.08612 2.60135 16.79544 -0.38 -0.67 -0.18
H -2.95008 3.54104 15.35640 -0.74 -0.42 -0.71
H -5.39126 1.35371 12.94197 0.15 0.11 -0.06
H -5.85500 -0.29180 12.70132 -0.08 -0.32 0.48
H -4.15434 0.11338 12.88994 0.12 -0.16 0.47
H -4.24212 -2.31932 16.57214 -0.01 -0.01 -0.11
H -2.49687 -2.54943 16.21909 -0.16 -0.25 0.62
H -3.60148 -3.09375 15.05879 -0.61 0.32 -0.29
C 8.86773 9.65445 28.40192 0.05 0.42 0.06
C 10.27444 9.58400 27.80907 -1.35 -0.53 -0.41
O 11.16027 10.39157 28.56222 0.79 -1.17 0.29
C 11.22620 11.67612 28.38525 -1.51 3.46 -1.91
C 12.35359 12.34151 29.14379 -0.03 -0.08 0.37
O 10.46541 12.34067 27.64282 1.74 -1.98 1.72
H 8.17178 9.00615 27.86950 0.11 -0.15 0.12
H 8.50522 10.67608 28.28816 0.01 0.04 -0.23
H 8.82623 9.48624 29.47805 0.19 -0.48 -0.05
H 10.72098 8.59033 27.77272 -0.10 -0.02 0.53
H 10.17683 9.85359 26.75745 0.42 0.67 0.04
H 12.32007 12.17198 30.22001 -0.48 -0.11 0.06
H 12.30486 13.41671 28.97158 0.17 -0.23 -0.15
H 13.32128 11.91048 28.88706 -0.03 0.14 -0.46
C -1.02661 8.99376 37.23704 -0.62 -0.38 -0.41
C 0.14293 9.77637 36.65467 -1.28 0.40 0.12
O 0.81261 9.09384 35.60937 0.24 -1.10 -1.80
C 0.42949 9.28049 34.28823 -0.36 1.89 -0.66
C 1.09360 8.40580 33.22582 1.05 -0.74 1.81
O -0.30295 10.17588 33.90667 0.34 -0.93 1.23
H -1.85203 8.79634 36.55308 0.22 0.19 -0.58
H -1.52441 9.57548 38.01286 0.40 -0.05 0.35
H -0.74516 8.00106 37.58836 0.25 0.18 0.35
H -0.23064 10.71855 36.25364 0.16 0.16 0.17
H 0.83168 9.94090 37.48333 0.40 0.10 -0.46
H 0.41369 7.62867 32.87670 -0.08 0.31 -0.16
H 1.92259 7.89961 33.72044 0.01 -0.35 0.01
H 1.58149 8.95954 32.42367 -0.75 0.32 0.03
C -4.44784 4.03107 26.39591 -0.58 1.09 -0.97
C -5.46428 3.73276 25.25801 0.34 -0.57 0.85
O -6.78451 3.56441 25.84605 -0.44 1.00 0.26
C -7.63269 4.63151 25.87958 0.74 3.29 -2.82
C -8.84451 4.45875 26.70290 -0.40 -1.24 0.44
O -7.52725 5.70036 25.20552 0.71 -3.69 2.02
H -4.59601 5.05504 26.73887 -0.21 -0.06 0.40
H -3.42270 4.04374 26.02572 -0.01 -0.40 -0.16
H -4.55659 3.31447 27.21001 -0.02 0.08 -0.13
H -5.56139 4.42604 24.42253 0.41 0.22 0.32
H -5.16205 2.75150 24.89210 -0.54 -0.04 -0.30
H -8.96533 3.40454 26.95218 -0.14 -0.01 0.05
H -9.69691 4.79208 26.11096 0.08 0.12 0.23
H -8.78619 4.99922 27.64767 0.08 0.22 -0.19
C -7.91330 8.35323 16.30213 -0.19 -0.20 0.70
C -8.58867 6.96073 16.47102 -0.21 1.30 0.63
O -9.58871 6.84389 15.45366 0.48 -0.83 -0.22
C -10.81323 7.33490 15.63845 -0.57 1.01 -0.40
C -11.63859 7.18335 14.40449 -0.40 -0.17 -0.20
O -11.26067 7.94528 16.58150 1.06 -0.61 0.45
H -8.64124 9.16198 16.23783 -0.40 -0.32 -0.36
H -7.24916 8.41019 15.43971 -0.11 -0.20 -0.01
H -7.35980 8.68357 17.18111 0.35 -0.55 0.13
H -7.89518 6.12073 16.43151 -0.03 0.12 -0.69
H -9.10835 6.81371 17.41780 0.12 0.57 0.24
H -11.06881 7.33974 13.48853 -0.01 0.10 0.13
H -12.44291 7.90752 14.53397 -0.02 -0.17 -0.40
H -12.05819 6.17845 14.35735 -0.05 -0.03 0.01
C -3.42082 9.90753 25.34557 0.16 1.76 1.14
C -2.74063 9.74520 24.03382 -1.37 -0.61 -0.18
O -1.50691 9.15857 24.36258 1.01 -0.18 -0.77
C -0.67144 8.86189 23.35434 -0.32 -0.97 -1.70
C 0.61864 8.27369 23.90523 -0.48 0.72 -0.92
O -0.93837 8.91231 22.14466 0.33 0.35 2.94
H -2.78934 10.63058 25.86183 -0.12 0.15 0.50
H -3.46326 9.04928 26.01616 -0.12 -0.30 -0.57
H -4.39134 10.39504 25.25328 -0.11 -0.28 -0.07
H -3.38158 9.09504 23.43836 0.52 -0.17 -0.58
H -2.58089 10.69058 23.51531 -0.09 -0.03 -0.01
H 0.40806 7.28781 24.31971 0.11 0.00 -0.15
H 1.04536 8.90488 24.68470 -0.01 -0.04 -0.10
H 1.22762 8.25144 23.00148 0.49 -0.41 0.46
```
Forces are in eV/Å.

ΔE to the lowest compared entry with this formula, charge and spin = 78.7 kcal/mol
E_tot = -6110.99058 Ha
Structure (SMILES) = COP(=O)(OC)OC.COP(=O)(OC)OC.COP(=O)(OC)OC.COP(=O)(OC)OC.COP(=O)(OC)OC.COP(=O)(OC)OC.CCOC(C)=O.CCOC(C)=O.CCOC(C)=O.CCOC(C)=O.CCOC(C)=O
F_max = 4.4 eV Å⁻¹
Kohn-Sham gap = 10.62 eV



[2]
A structure of composition C4H6O2. Source: OMol25; level of theory: the ωB97M-V functional and the def2-TZVPD basis.

```
12
Properties=species:S:1:pos:R:3:forces:R:3
O -1.75275 0.86809 -1.50352 -0.05 -0.18 0.74
C -1.80127 0.44324 -0.37096 0.06 0.12 -0.08
C -0.57242 -0.29251 0.18434 -0.02 -0.02 -0.21
C 0.68611 0.12276 -0.54111 0.12 0.11 -0.23
C 1.39444 -0.29534 0.72927 0.23 0.05 0.01
O 0.14249 -0.06255 1.44680 -0.40 0.00 0.04
H -2.76021 0.46101 0.17547 0.15 0.02 0.24
H -0.86192 -1.35513 0.20190 0.20 -0.02 -0.41
H 0.63336 1.20892 -0.45728 0.18 0.06 -0.53
H 0.93448 -0.16937 -1.55683 0.06 -0.30 0.15
H 2.23204 0.33737 1.03666 -0.29 -0.05 0.30
H 1.69940 -1.35183 0.78645 -0.24 0.19 -0.01
```
Forces are in eV/Å.

ΔE to the lowest compared entry with this formula, charge and spin = 57.7 kcal/mol
E_tot = -306.41434 Ha
F_max = 0.8 eV Å⁻¹
Kohn-Sham gap = 10.65 eV



[3]
A structure of composition C17H12Cl2F2IrN2S in a non-equilibrium geometry. Source: OMol25; level of theory: the ωB97M-V functional and the def2-TZVPD basis.

```
37
Properties=species:S:1:pos:R:3:forces:R:3
Ir -1.34308 0.20371 -0.91468 3.35 -0.45 4.57
S -2.33915 2.23898 0.03466 -0.56 0.04 -0.28
C -0.71271 2.55384 0.54532 -0.58 -0.12 -0.24
C -0.26209 3.67012 1.24049 0.46 0.07 0.16
C 1.08810 3.75299 1.53481 -0.31 -0.03 -0.06
C 1.94738 2.72608 1.15196 -0.08 -0.21 -0.12
C 1.42450 1.64201 0.47479 0.62 -0.35 -0.19
N 0.13054 1.57677 0.17762 -1.78 -0.84 -0.94
H -0.95199 4.44754 1.53371 -0.07 -0.03 -0.06
H 1.47455 4.61554 2.05992 0.00 0.01 0.02
H 3.00341 2.76583 1.37132 0.01 -0.06 0.00
H 2.03100 0.80622 0.15097 0.05 0.02 0.00
F 2.66420 -2.60533 -3.23930 0.05 -0.05 -0.01
C 1.88819 -2.48353 -2.16346 -0.14 0.17 0.28
C 0.98577 -1.43273 -2.10277 0.11 -0.02 -0.20
C 0.15233 -1.31375 -1.00684 -1.07 0.78 -0.90
C 0.25722 -2.20321 0.06976 -0.10 -0.05 0.13
C 1.20069 -3.22665 -0.02646 0.11 0.16 -0.23
F 1.37048 -4.10321 0.97152 -0.09 -0.01 0.09
C 2.01151 -3.39017 -1.13230 0.12 -0.11 0.01
C -0.63228 -1.96519 1.20776 0.28 -0.36 -0.06
C -0.66352 -2.70402 2.38845 -0.15 0.11 0.17
C -1.53792 -2.34360 3.40059 0.04 0.07 -0.11
C -2.35626 -1.23707 3.23591 0.13 -0.10 -0.09
C -2.29090 -0.55525 2.03760 -0.46 0.32 0.22
N -1.46791 -0.92035 1.05785 -0.09 1.16 -2.04
H 0.95414 -0.73383 -2.92651 -0.05 -0.06 -0.05
H 2.73345 -4.19306 -1.16931 -0.02 -0.03 0.00
H -0.00911 -3.54582 2.53066 0.04 -0.01 -0.13
H -1.57141 -2.92268 4.31312 0.02 0.01 0.02
H -3.02770 -0.90672 4.01344 -0.06 0.03 -0.04
H -2.90718 0.31334 1.85077 0.03 -0.02 -0.06
Cl -1.64688 3.64163 -4.71563 0.20 -0.23 -0.05
C -0.56146 2.26186 -4.66693 -0.78 0.63 -0.65
Cl -0.66199 1.41549 -3.08320 0.76 -0.30 0.53
H 0.46222 2.60312 -4.76801 0.02 -0.11 0.24
H -0.83615 1.55112 -5.43760 -0.02 -0.05 0.11
```
Forces are in eV/Å.

ΔE to the lowest compared entry with this formula, charge and spin = 73.6 kcal/mol
E_tot = -2386.86844 Ha
Charge = +1
F_max = 5.7 eV Å⁻¹
Kohn-Sham gap (spin up / spin down) = 5.81 / 5.97 eV